C2H3FKO2 | the ωB97M-V functional and the def2-TZVPD basis

Results
LUMO (eV): 2.62
Spin multiplicity: 1
Energy relative to the best compared isomer or geometry (same formula, charge and spin) (eV): 2.199
Net charge: -1
Gap between HOMO and LUMO (eV): 6.194
Strongest force on any atom (hartree/bohr): 0.0163

The geometry in XYZ format:
```
9
Properties=species:S:1:pos:R:3:forces:R:3
O -1.699714 -0.936993 0.170124 0.030 0.138 0.828
H 0.175868 0.084272 1.810680 -0.164 -0.134 -0.005
H -1.103261 1.158480 1.187339 0.073 0.024 0.093
C -0.140526 0.659186 0.893421 0.223 0.252 -0.542
K 1.414498 0.803758 -1.879762 0.293 -0.303 -0.051
F 2.829822 -1.032792 -2.216373 0.195 -0.026 -0.316
H -1.833331 -1.758971 -0.316788 0.257 0.308 -0.312
C -0.473898 -0.450472 -0.050650 -0.342 -0.535 -0.232
O 0.830543 1.473533 0.402010 -0.563 0.276 0.536
```
Positions in Å, forces in eV/Å.

Löwdin atomic charge list, values in e, 8 entries: -0.0362 0.1097 0.0967 -0.5509 0.7978 -0.8991 0.0817 -0.1089



C2H3FLi2O2 | the ωB97M-V functional and the def2-TZVPD basis

Results
LUMO (eV): -1.85
Spin multiplicity: 1
Energy relative to the best compared isomer or geometry (same formula, charge and spin) (eV): 0.390
Net charge: 0
Gap between HOMO and LUMO (eV): 5.585
Strongest force on any atom (hartree/bohr): 0.0769

The geometry in XYZ format:
```
10
Properties=species:S:1:pos:R:3:forces:R:3
O -1.925407 0.021669 2.254711 0.310 -0.690 0.189
C 0.399663 0.362502 1.862263 -1.938 -2.039 -2.777
Li 3.249467 0.799495 1.509948 -0.770 -0.080 0.274
H -0.414947 -1.352910 2.687363 0.148 0.152 -0.108
H 0.015656 0.475615 0.730178 0.866 0.592 2.190
C -0.682118 -0.263911 2.708192 -0.739 1.267 0.101
Li -2.653223 1.143100 1.070267 1.065 0.701 0.335
O 1.583709 0.380007 2.157072 1.653 0.874 -0.046
H -0.453736 0.062372 3.751330 -0.190 -0.154 -0.039
F -1.572002 2.533551 0.677341 -0.404 -0.624 -0.120
```
Positions in Å, forces in eV/Å.

Löwdin atomic charge list, values in e, 8 entries: -0.4092 -0.2173 0.8710 0.1256 0.1559 -0.4366 0.7026 -0.1392



C2H3FLi2ORb | the ωB97M-V functional and the def2-TZVPD basis

Results
LUMO (spin up / spin down) (eV): -3.33 / -4.10
Spin multiplicity: 1
Energy relative to the best compared isomer or geometry (same formula, charge and spin) (eV): 2.632
Net charge: +1
Gap between HOMO and LUMO (spin up / spin down) (eV): 9.160 / 3.306
Strongest force on any atom (hartree/bohr): 0.0277

The geometry in XYZ format:
```
10
Properties=species:S:1:pos:R:3:forces:R:3
H -6.396917 1.375923 -0.072586 -0.182 -0.380 -0.023
F 1.617224 -1.607892 0.839342 -0.036 -0.449 -0.522
Li 1.423944 -2.745644 -0.819408 0.203 0.445 0.932
C -4.309108 1.889879 -0.205117 -0.106 -0.868 0.480
Rb 0.335324 0.551085 0.156264 -0.681 0.707 -0.492
H -4.471584 2.325165 -1.191237 0.074 0.170 -0.316
C -5.445361 1.272151 0.424099 0.094 1.419 -0.081
H -5.413507 1.180641 1.498719 0.021 -0.537 0.058
Li 1.832587 -0.767983 2.348210 0.332 -0.615 0.107
O -3.200603 1.898053 0.323616 0.279 0.106 -0.143
```
Positions in Å, forces in eV/Å.

Löwdin atomic charge list, values in e, 8 entries: 0.0640 -0.8930 0.6399 -0.3415 0.6824 0.1109 0.1427 0.0730



C2H3FN2O2S | the ωB97M-V functional and the def2-TZVPD basis

Results
LUMO (eV): -1.44
Spin multiplicity: 1
Energy relative to the best compared isomer or geometry (same formula, charge and spin) (eV): 0.095
Net charge: 0
SMILES: N#CC[S@@](O)(F)#[N+][O-]
Gap between HOMO and LUMO (eV): 8.975
Strongest force on any atom (hartree/bohr): 0.0729

The geometry in XYZ format:
```
11
Properties=species:S:1:pos:R:3:forces:R:3
N 2.815801 -0.627787 0.558692 0.605 0.293 0.278
C 0.500792 -0.968476 -0.591783 0.555 1.391 1.000
S -0.798794 -0.743392 0.767802 0.596 -1.506 -0.035
H 0.567141 -1.981013 -0.886701 -0.535 -1.273 0.122
F -1.623104 -2.355936 0.105513 0.616 1.216 0.189
H -0.575177 1.187210 1.964600 0.157 -0.803 -0.588
O -0.194069 0.773326 1.159261 -0.153 0.652 -0.175
H 0.376070 -0.409732 -1.540499 -0.549 0.262 0.926
N -2.061065 -0.146545 -0.373618 -3.081 1.973 -0.812
O -2.972225 0.504410 0.055743 2.633 -1.770 -0.293
C 1.794666 -0.659155 0.049255 -0.844 -0.436 -0.613
```
Positions in Å, forces in eV/Å.

Löwdin atomic charge list, values in e, 8 entries: 0.1689 -0.2267 1.0880 0.0785 -0.5058 0.0818 -0.3734 0.1211



C2H3FN2O6 | the ωB97M-V functional and the def2-TZVPD basis

Results
LUMO (eV): -0.84
Spin multiplicity: 1
Energy relative to the best compared isomer or geometry (same formula, charge and spin) (eV): 0.405
Net charge: 0
SMILES: O=[N+]([O-])C(F)(C(O)O)[N+](=O)[O-]
Gap between HOMO and LUMO (eV): 10.761
Strongest force on any atom (hartree/bohr): 0.0764

The geometry in XYZ format:
```
14
Properties=species:S:1:pos:R:3:forces:R:3
H -2.681452 0.934283 0.077349 2.656 -0.585 -1.912
F 0.860276 -0.034187 -1.574991 -0.333 -0.305 -0.277
H -1.682434 -1.216559 -1.304301 -0.005 -0.850 -0.139
O 2.051024 -1.805582 -0.240403 -0.616 1.490 0.948
O 1.923967 1.914220 -0.426980 1.318 0.921 -1.119
H -1.252250 -0.297120 1.224876 0.862 0.240 -1.681
C 0.610192 0.048974 -0.285696 -2.371 -0.162 0.289
O 1.493912 -0.857630 1.652019 0.234 0.079 -0.315
N 1.514440 -0.938101 0.445055 -0.144 -1.650 -0.489
O 0.448346 1.856546 1.160731 0.714 -0.736 -1.818
N 1.027665 1.413528 0.147721 -1.816 0.340 3.466
O -1.860842 0.726148 -0.541550 -1.616 0.314 2.126
O -1.365729 -1.469912 -0.418928 -0.451 -0.995 -1.287
C -1.087118 -0.274604 0.085100 1.569 1.899 2.208
```
Positions in Å, forces in eV/Å.

Löwdin atomic charge list, values in e, 8 entries: 0.1857 0.1589 0.1349 0.1288 0.1679 0.1817 -0.2415 0.1237



C2H3FNO2 | the ωB97M-V functional and the def2-TZVPD basis

Results
LUMO (eV): 4.18
Spin multiplicity: 1
Energy relative to the best compared isomer or geometry (same formula, charge and spin) (eV): 0.286
Net charge: -1
Gap between HOMO and LUMO (eV): 9.227
Strongest force on any atom (hartree/bohr): 0.0362

The geometry in XYZ format:
```
9
Properties=species:S:1:pos:R:3:forces:R:3
H 2.696004 -0.611381 -1.067027 1.655 0.096 -0.103
O -1.133904 1.134300 0.176878 -0.450 0.397 0.002
H 1.112148 -1.156575 -0.877354 -1.774 -0.537 0.191
C -1.864194 0.248826 0.614370 0.356 -0.916 -0.726
O -1.793764 -0.548241 1.524874 -0.133 0.003 0.647
N 1.621191 0.640654 0.109897 -1.531 0.227 0.339
C 1.781321 -0.393721 -0.573906 0.671 0.128 -0.507
F -2.997347 -0.028648 -0.252420 -0.021 0.429 0.073
H 0.578542 0.714785 0.344691 1.229 0.174 0.084
```
Positions in Å, forces in eV/Å.

Löwdin atomic charge list, values in e, 8 entries: 0.0158 -0.0459 0.0412 -0.7713 -0.0061 0.0328 -0.1966 -0.0887